Entry from the Open Molecules 2025 dataset: an isolated molecule of C5H14N4O at a distorted geometry (ωB97M-V/def2-TZVPD).

Values from the calculation:
Relative energy (zero: lowest compared OMol25 entry of this formula, charge and spin)   75.0 kcal/mol
SMILES   CN(C)NC[C@H](N)C(N)=O
Net charge   0
LUMO level   0.882 eV
Gap between HOMO and LUMO   9.5 eV
Calculated total energy   -13417.3380 eV

Each line ends with the Mulliken charge.
Element x y z (Å)
H: -2.63787 -0.61751 1.18612  0.3650
C: -1.76462 -0.01641 1.46481  -1.0063
H: -2.33275 2.17209 0.03751  0.3726
H: -1.09017 -0.64136 2.05684  0.3115
H: 3.50046 -0.56494 -0.28749  0.2643
O: 0.23458 -0.38487 -2.15394  -0.6197
N: 0.19410 1.36228 0.87937  -0.5351
C: 1.47466 -0.60217 0.02407  0.2140
H: -2.11867 0.80065 2.10138  0.3283
H: -1.43103 1.68717 -1.40601  0.3831
N: -1.06434 0.48863 0.28232  0.1664
H: 1.80774 1.51744 -0.44336  0.2956
H: -2.83983 0.73669 -0.86632  0.3138
H: 2.20737 1.05982 1.21258  0.3378
H: 0.09392 2.31013 0.50217  0.3048
C: -1.96788 1.31066 -0.53165  -1.0995
H: 0.42069 -2.87779 -1.11678  0.3375
N: 2.68188 -1.04217 -0.65656  -0.6734
C: 0.15341 -0.90315 -1.03806  0.6128
H: -0.61218 -2.43191 0.02276  0.2570
N: -0.31565 -2.20739 -0.91989  -0.6825
C: 1.49204 0.88389 0.40113  -0.7042
H: 1.28626 -1.23154 0.89880  0.1530
H: 2.62787 -0.80823 -1.64979  0.3033